Entry 1:
C3H4S2 | ωB97M-V/def2-TZVPD

As for the SMILES: S=CCC=S. The LUMO energy is -1.5 eV. The energy above the lowest of the compared OMol25 structures with the same formula, charge and spin comes out at 75.2 kcal/mol. The calculation puts the frontier orbital gap at 7.18 eV. For the highest occupied orbital energy, the calculation gives -8.69 eV.

Structure (ORCA input):
```
! wB97M-V def2-TZVPD RIJCOSX def2/J DEFGRID3
* xyz 0 1
S -2.671 -0.006 -0.074
C -1.069 0.829 -0.270
C -0.103 -0.147 0.373
C 1.211 -0.409 -0.335
S 2.561 0.238 -0.033
H -0.696 1.784 -0.368
H 0.220 0.182 1.565
H -0.593 -1.214 0.265
H 1.141 -1.257 -1.124
*
```

***

Entry 2:
C9H13AgBN5S2 | ωB97M-V/def2-TZVPD

The LUMO energy is -0.2 eV. The calculation puts the frontier orbital gap at 7.67 eV. For the highest occupied orbital energy, the calculation gives -7.91 eV.

Structure (ORCA input):
```
! wB97M-V def2-TZVPD RIJCOSX def2/J DEFGRID3
* xyz 0 1
Ag 0.002 -1.898 -2.029
B 0.000 1.902 -2.026
N 1.322 1.090 -2.050
C 2.483 1.743 -1.981
C 3.520 0.827 -1.969
C 2.876 -0.398 -2.036
N 1.553 -0.221 -2.092
N -1.320 1.089 -2.050
C -2.482 1.742 -1.980
C -3.518 0.826 -1.969
C -2.875 -0.400 -2.037
N -1.552 -0.223 -2.092
H 0.000 2.531 -1.004
H 0.000 2.607 -2.992
H 2.501 2.811 -1.946
H 4.571 1.028 -1.931
H 3.294 -1.389 -2.034
H -2.499 2.810 -1.946
H -4.570 1.027 -1.931
H -3.293 -1.391 -2.035
S 0.001 -1.420 0.529
C 0.030 -1.658 2.150
N -0.073 -0.633 3.008
C 0.199 -0.897 4.397
C -0.206 -2.350 4.604
S 0.160 -3.182 3.010
H -0.055 0.299 2.622
H -0.398 -0.230 5.020
H 1.266 -0.747 4.615
H -1.277 -2.451 4.779
H 0.344 -2.843 5.398
*
```

***

Entry 3:
C26H28N6O2SSeSr | ωB97M-V/def2-TZVPD

The LUMO energy is -0.5 eV. The energy above the lowest of the compared OMol25 structures with the same formula, charge and spin comes out at 3.1 kcal/mol. The calculation puts the frontier orbital gap at 7.04 eV. For the highest occupied orbital energy, the calculation gives -7.52 eV.

Structure (ORCA input):
```
! wB97M-V def2-TZVPD RIJCOSX def2/J DEFGRID3
* xyz 0 1
Sr 0.536 -1.341 0.432
C 0.243 0.454 -6.394
C 0.001 -0.164 -5.043
C -1.254 -0.375 -4.550
C -1.493 -0.915 -3.260
C -2.838 -1.111 -2.913
N -3.404 -1.259 -1.743
C -2.867 -0.952 -0.428
C -3.962 -0.426 0.497
C -3.343 0.258 1.712
N -2.940 1.613 1.355
C -1.974 2.377 1.783
C -0.816 2.122 2.544
C -0.272 3.249 3.210
C 0.875 3.188 3.950
C 1.407 4.367 4.721
C 1.600 1.984 3.907
C 1.200 0.891 3.171
C 2.206 -0.150 2.979
N 2.304 -0.924 1.978
C 3.483 -1.762 1.868
C 4.121 -1.683 0.474
C 3.446 -2.539 -0.608
N 2.219 -1.953 -1.103
C 2.140 -1.613 -2.325
C 0.942 -1.132 -2.999
C 1.087 -0.566 -4.243
C -0.379 -1.341 -2.432
O -0.547 -1.961 -1.354
C -0.094 0.873 2.518
O -0.518 -0.144 1.914
H -0.680 0.515 -6.968
H 0.965 -0.136 -6.961
H 0.647 1.464 -6.295
H -2.113 -0.083 -5.146
H -3.537 -1.154 -3.745
H -4.361 -1.577 -1.739
H -2.076 -0.215 -0.544
H -2.448 -1.839 0.038
H -4.577 -1.258 0.844
H -4.609 0.279 -0.040
H -2.490 -0.312 2.071
H -4.081 0.328 2.515
H -3.557 2.060 0.688
H -2.097 3.412 1.481
H -0.816 4.187 3.152
H 0.767 5.240 4.596
H 2.411 4.629 4.380
H 1.471 4.140 5.787
H 2.555 1.945 4.422
H 3.000 -0.150 3.740
H 3.192 -2.799 2.068
H 4.230 -1.474 2.620
H 5.153 -2.028 0.565
H 4.146 -0.642 0.140
H 3.186 -3.509 -0.173
H 4.161 -2.709 -1.426
H 3.021 -1.716 -2.976
H 2.090 -0.430 -4.637
S 0.361 -3.895 1.642
C -1.174 -3.331 1.785
N -2.269 -2.945 1.892
Se -1.607 2.587 -1.762
C -0.385 1.535 -1.051
N 0.409 0.818 -0.580
*
```

***

Entry 4:
C6H9N | ωB97M-V/def2-TZVPD

As for the SMILES: CC1=C=C[C@@H](C)N1. The LUMO energy is 0.4 eV. The energy above the lowest of the compared OMol25 structures with the same formula, charge and spin comes out at 82.7 kcal/mol. The calculation puts the frontier orbital gap at 7.59 eV. For the highest occupied orbital energy, the calculation gives -7.24 eV.

Structure (ORCA input):
```
! wB97M-V def2-TZVPD RIJCOSX def2/J DEFGRID3
* xyz 0 1
C 1.960 -1.017 1.132
C 0.657 -0.761 0.428
C -0.647 -1.163 0.910
C -1.425 -0.740 -0.137
C -0.729 0.218 -1.063
C -1.259 1.522 -0.369
N 0.650 -0.056 -0.714
H 1.745 -1.420 2.124
H 2.538 -0.089 1.240
H 2.585 -1.739 0.588
H -2.513 -0.730 -0.221
H -0.876 0.227 -2.152
H -1.476 2.290 -1.110
H -0.497 1.828 0.355
H -2.175 1.373 0.227
H 1.461 0.257 -1.235
*
```

***

Entry 5:
H18O9 | ωB97M-V/def2-TZVPD

As for the SMILES: O.O.O.O.O.O.O.O.O. The LUMO energy is -0.1 eV. The energy above the lowest of the compared OMol25 structures with the same formula, charge and spin comes out at 55.1 kcal/mol. The calculation puts the frontier orbital gap at 9.59 eV. For the highest occupied orbital energy, the calculation gives -9.71 eV.

Structure (ORCA input):
```
! wB97M-V def2-TZVPD RIJCOSX def2/J DEFGRID3
* xyz 0 1
O -2.323 1.489 -0.227
H -1.604 0.822 -0.164
H -1.929 2.217 -0.673
O -0.582 -0.616 0.177
H -0.081 -1.089 -0.466
H 0.157 -0.219 0.650
O 2.604 -0.129 -0.698
H 2.449 -0.811 -1.332
H 1.992 0.581 -0.779
O 1.226 0.618 2.119
H 2.145 0.369 2.122
H 1.293 1.467 2.651
O -0.830 0.251 3.934
H -0.674 0.659 4.792
H 0.034 0.188 3.564
O 0.804 1.908 -1.364
H 0.977 2.520 -2.085
H 0.529 2.464 -0.614
O 1.773 -1.875 -3.199
H 1.944 -2.125 -4.074
H 0.881 -2.147 -3.087
O -2.703 -0.631 1.998
H -2.125 -0.546 2.755
H -1.977 -0.750 1.390
O -1.061 -1.884 -2.520
H -1.861 -1.759 -2.028
H -1.051 -0.975 -2.841
*
```

***

Entry 6:
CH5NO3S | ωB97M-V/def2-TZVPD

The LUMO energy is 0.5 eV. The energy above the lowest of the compared OMol25 structures with the same formula, charge and spin comes out at 66.4 kcal/mol. The calculation puts the frontier orbital gap at 10.42 eV. For the highest occupied orbital energy, the calculation gives -9.89 eV.

Structure (ORCA input):
```
! wB97M-V def2-TZVPD RIJCOSX def2/J DEFGRID3
* xyz 0 1
C 2.782 1.253 -0.267
N -1.929 0.276 -0.384
O -0.983 -1.398 1.523
O -0.866 -1.957 -0.967
O 1.849 1.004 0.472
S -0.606 -0.852 -0.091
H 3.524 1.993 0.075
H 2.708 1.068 -1.463
H -2.770 -0.330 -0.565
H -2.200 1.131 0.023
H -1.510 -2.188 1.644
*
```

***

Entry 7:
C2H4N2 | ωB97M-V/def2-TZVPD

The LUMO energy (alpha / beta) is 0.1 / 0.6 eV. The energy above the lowest of the compared OMol25 structures with the same formula, charge and spin comes out at 130.3 kcal/mol. The calculation puts the frontier orbital gap (alpha / beta) at 7.92 / 9.26 eV. For the highest occupied orbital energy (alpha / beta), the calculation gives -7.84 / -8.69 eV.

Structure (ORCA input):
```
! wB97M-V def2-TZVPD RIJCOSX def2/J DEFGRID3
* xyz 0 1
C -0.355 0.021 1.500
C 0.494 -0.479 0.660
N 0.765 2.554 -1.855
N 0.426 1.416 -1.733
H -1.317 0.616 1.419
H -0.160 -0.098 2.627
H 1.252 -0.658 -0.105
H 1.531 2.943 -1.120
*
```

***

Entry 8:
C42H54N5O2S2W | ωB97M-V/def2-TZVPD

The LUMO energy (alpha / beta) is -4.1 / -3.8 eV. The calculation puts the frontier orbital gap (alpha / beta) at 5.55 / 5.79 eV. For the highest occupied orbital energy (alpha / beta), the calculation gives -9.61 / -9.57 eV.

Structure (ORCA input):
```
! wB97M-V def2-TZVPD RIJCOSX def2/J DEFGRID3
* xyz 1 1
W 0.637 -0.205 -0.225
C -2.407 -4.630 3.421
C -0.927 -4.564 3.029
C -0.479 -3.167 2.742
C 0.048 -2.255 3.610
C 0.392 -2.441 5.054
C 1.884 -2.733 5.248
C 0.273 -1.063 2.854
C 0.784 0.108 3.359
C 1.047 1.232 2.621
C 1.671 2.401 3.175
C 1.943 2.617 4.629
C 0.679 2.994 5.411
C 1.904 3.247 2.137
C 1.384 2.604 0.965
C 1.329 3.208 -0.268
C 0.604 2.722 -1.325
N -0.024 1.486 -1.329
C -0.804 1.509 -2.475
C -1.694 0.538 -2.830
C -1.911 -0.614 -2.111
N -1.225 -0.964 -0.973
C -1.688 -2.237 -0.678
C -1.328 -2.983 0.417
C -0.609 -2.499 1.484
N -0.096 -1.224 1.541
C -2.656 -2.671 -1.639
C -2.814 -1.643 -2.521
C -3.766 -1.543 -3.672
C -4.989 -0.679 -3.346
C -3.381 -3.979 -1.591
C -4.572 -3.947 -0.627
C -0.605 2.725 -3.209
C 0.284 3.474 -2.500
C 0.787 4.852 -2.792
C -0.020 5.941 -2.076
C -1.323 3.085 -4.471
C -2.728 3.641 -4.212
N 0.859 1.367 1.257
C 2.493 4.621 2.171
C 1.423 5.714 2.261
H -2.707 -5.657 3.628
H -3.044 -4.243 2.623
H -2.599 -4.032 4.313
H -0.735 -5.196 2.159
H -0.318 -4.971 3.837
H -0.200 -3.262 5.461
H 0.106 -1.552 5.622
H 2.168 -3.650 4.730
H 2.124 -2.848 6.306
H 2.498 -1.925 4.842
H 1.015 0.139 4.415
H 2.689 3.405 4.738
H 2.390 1.718 5.060
H 0.250 3.921 5.029
H 0.907 3.135 6.467
H -0.083 2.218 5.326
H 1.782 4.184 -0.373
H -2.269 0.686 -3.734
H -1.713 -3.990 0.487
H -4.093 -2.545 -3.951
H -3.253 -1.138 -4.548
H -5.537 -1.090 -2.498
H -5.667 -0.628 -4.198
H -4.693 0.339 -3.085
H -2.688 -4.773 -1.305
H -3.730 -4.231 -2.593
H -4.251 -3.698 0.386
H -5.074 -4.914 -0.597
H -5.300 -3.195 -0.936
H 0.749 5.022 -3.869
H 1.841 4.923 -2.512
H -1.059 5.934 -2.404
H 0.395 6.927 -2.284
H -0.015 5.790 -0.995
H -1.386 2.210 -5.122
H -0.733 3.823 -5.015
H -3.347 2.918 -3.676
H -3.225 3.886 -5.151
H -2.682 4.546 -3.606
H 3.116 4.780 1.289
H 3.163 4.698 3.028
H 0.735 5.664 1.415
H 1.880 6.704 2.271
H 0.832 5.603 3.171
C 4.974 -2.148 0.142
C 3.844 -1.218 -0.185
S 2.722 -0.848 1.046
C 3.711 -0.633 -1.411
C 4.722 -0.758 -2.517
S 2.347 0.367 -1.672
H 4.983 -2.400 1.200
H 5.934 -1.699 -0.121
H 4.874 -3.074 -0.429
H 5.732 -0.562 -2.156
H 4.503 -0.056 -3.321
H 4.713 -1.766 -2.943
N 0.599 -1.805 -3.525
C 0.933 -3.101 -2.963
C 1.055 -3.166 -1.438
O 1.139 -4.242 -0.898
O 1.116 -2.031 -0.775
H 0.026 -1.912 -4.350
H 1.421 -1.279 -3.788
H 1.872 -3.520 -3.338
H 0.165 -3.829 -3.224
*
```

***

Entry 9:
C9H7NO3Pd | ωB97M-V/def2-TZVPD

The LUMO energy (alpha / beta) is -8.1 / -10.6 eV. The calculation puts the frontier orbital gap (alpha / beta) at 8.31 / 6.25 eV. For the highest occupied orbital energy (alpha / beta), the calculation gives -16.44 / -16.84 eV.

Structure (ORCA input):
```
! wB97M-V def2-TZVPD RIJCOSX def2/J DEFGRID3
* xyz 2 3
O 2.545 -1.183 -2.312
C 2.620 -0.143 -1.762
Pd 0.011 2.209 1.327
C -1.048 2.450 -0.500
C 0.671 0.506 2.435
O -2.003 2.465 -1.159
O 0.426 -0.464 3.018
N -0.883 -2.110 -0.348
C -1.904 -3.077 -0.611
C -2.155 -3.429 -1.944
C -3.058 -4.437 -2.201
C -3.806 -5.026 -1.140
C -3.492 -4.670 0.186
C -2.600 -3.654 0.458
H -0.506 -1.511 -1.103
H -0.811 -1.632 0.616
H -1.695 -2.894 -2.757
H -3.225 -4.789 -3.227
H -4.654 -5.777 -1.371
H -3.988 -5.202 1.015
H -2.474 -3.286 1.462
*
```

***

Entry 10:
C2HNaO3 | ωB97M-V/def2-TZVPD

The LUMO energy (alpha / beta) is -1.1 / -1.1 eV. The energy above the lowest of the compared OMol25 structures with the same formula, charge and spin comes out at 40.9 kcal/mol. The calculation puts the frontier orbital gap (alpha / beta) at 5.97 / 5.97 eV. For the highest occupied orbital energy (alpha / beta), the calculation gives -7.09 / -7.08 eV.

Structure (ORCA input):
```
! wB97M-V def2-TZVPD RIJCOSX def2/J DEFGRID3
* xyz 0 1
O -1.655 -0.220 -1.254
O 1.480 -0.327 0.090
O -0.964 0.390 0.541
C 0.808 -0.458 -0.953
C -0.605 0.244 -0.721
Na 0.839 0.412 2.036
H -2.093 -0.093 0.110
*
```

***

Entry 11:
C46H43F5N7O4STi | ωB97M-V/def2-TZVPD

The LUMO energy is -3.0 eV. The energy above the lowest of the compared OMol25 structures with the same formula, charge and spin comes out at 27.7 kcal/mol. The calculation puts the frontier orbital gap at 6.67 eV. For the highest occupied orbital energy, the calculation gives -9.67 eV.

Structure (ORCA input):
```
! wB97M-V def2-TZVPD RIJCOSX def2/J DEFGRID3
* xyz 1 1
Ti -1.720 1.362 -0.802
C -4.082 1.765 -4.636
N -3.142 2.773 -4.171
C -3.550 4.089 -4.621
C -1.772 2.491 -4.194
C -0.910 3.289 -4.961
C 0.447 3.045 -5.029
C 1.006 1.973 -4.345
C 0.184 1.191 -3.561
C -1.180 1.455 -3.435
N -1.952 0.603 -2.541
C -2.293 -0.668 -3.094
C -1.815 -1.085 -4.336
C -2.111 -2.350 -4.824
C -2.896 -3.219 -4.088
C -3.414 -2.802 -2.872
C -3.132 -1.536 -2.375
N -3.665 -1.059 -1.147
C -4.819 -0.187 -1.383
C -4.014 -2.089 -0.183
H -4.233 1.843 -5.722
H -5.051 1.910 -4.153
H -3.735 0.763 -4.424
H -4.578 4.260 -4.297
H -3.523 4.195 -5.714
H -2.919 4.859 -4.182
H -1.324 4.104 -5.540
H 1.068 3.685 -5.642
H 2.063 1.758 -4.416
H 0.595 0.367 -2.994
H -1.198 -0.429 -4.930
H -1.719 -2.647 -5.789
H -3.122 -4.209 -4.462
H -4.048 -3.469 -2.304
H -5.177 0.212 -0.434
H -5.639 -0.738 -1.860
H -4.539 0.648 -2.020
H -4.874 -2.696 -0.490
H -4.294 -1.607 0.756
H -3.167 -2.750 0.000
C 10.132 -5.488 5.643
O 9.352 -5.848 4.513
C 8.239 -5.127 4.260
C 7.796 -4.063 5.041
C 6.635 -3.393 4.687
C 5.903 -3.764 3.566
C 6.365 -4.830 2.790
C 7.516 -5.506 3.128
C 4.682 -3.026 3.235
N 4.249 -1.953 3.857
C 3.085 -1.613 3.219
C 2.806 -2.485 2.200
N 3.841 -3.391 2.215
C 1.669 -2.359 1.345
C 1.408 -3.209 0.264
C 0.314 -2.970 -0.525
C -0.496 -1.875 -0.211
N -0.284 -1.058 0.802
C 0.784 -1.286 1.597
C 1.037 -0.380 2.732
N 0.129 0.578 2.999
C 0.377 1.424 3.980
C 1.523 1.378 4.782
C 2.436 0.383 4.551
C 2.198 -0.527 3.513
H 10.972 -6.175 5.657
H 9.558 -5.596 6.567
H 10.501 -4.464 5.557
H 8.342 -3.750 5.919
H 6.284 -2.567 5.291
H 5.836 -5.147 1.899
H 7.881 -6.331 2.531
H 3.965 -4.182 1.610
H 2.066 -4.043 0.052
H 0.075 -3.593 -1.376
H -1.339 -1.651 -0.849
H -0.366 2.198 4.150
H 1.664 2.104 5.571
H 3.333 0.275 5.147
C -3.241 2.693 2.546
S -3.750 1.127 1.858
C -2.981 0.009 3.005
O -2.856 0.964 0.615
H -3.473 2.683 3.611
H -3.799 3.478 2.042
H -2.170 2.790 2.370
H -3.477 0.145 3.967
H -1.915 0.234 3.041
H -3.153 -0.999 2.634
C 1.795 2.683 0.433
C 0.407 2.260 0.114
O -0.611 2.707 0.670
O 0.214 1.359 -0.806
H 1.789 3.683 0.861
H 2.421 2.637 -0.455
H 2.192 1.985 1.176
F -4.725 2.774 -0.427
C -3.823 3.675 -0.884
C -2.529 3.294 -1.163
C -1.694 4.321 -1.568
F -0.406 4.067 -1.857
C -2.102 5.633 -1.703
F -1.258 6.573 -2.112
C -3.416 5.966 -1.416
F -3.833 7.214 -1.543
C -4.286 4.976 -1.000
F -5.547 5.278 -0.704
*
```

***

Entry 12:
C2H7N3S2 | ωB97M-V/def2-TZVPD

As for the SMILES: CN=C(NS)NS. The LUMO energy is 0.7 eV. The energy above the lowest of the compared OMol25 structures with the same formula, charge and spin comes out at 12.4 kcal/mol. The calculation puts the frontier orbital gap at 9.92 eV. For the highest occupied orbital energy, the calculation gives -9.24 eV.

Structure (ORCA input):
```
! wB97M-V def2-TZVPD RIJCOSX def2/J DEFGRID3
* xyz 0 1
C -0.097 -1.668 1.126
N -0.911 -0.580 0.509
C -0.370 0.461 0.077
N -1.241 1.499 -0.307
S -1.041 2.181 -1.804
N 0.979 0.804 -0.007
S 2.025 -0.240 -0.788
H 0.693 -1.211 1.682
H 0.262 -2.397 0.392
H -0.769 -2.209 1.764
H -2.161 1.174 -0.065
H -1.273 1.105 -2.660
H 1.106 1.780 -0.159
H 2.798 -0.698 0.239
*
```

***

- Which formula does entry 7 have?
  C2H4N2

***

Copy entry 10 word for word.
C2HNaO3 | ωB97M-V/def2-TZVPD

The LUMO energy (alpha / beta) is -1.1 / -1.1 eV. The energy above the lowest of the compared OMol25 structures with the same formula, charge and spin comes out at 40.9 kcal/mol. The calculation puts the frontier orbital gap (alpha / beta) at 5.97 / 5.97 eV. For the highest occupied orbital energy (alpha / beta), the calculation gives -7.09 / -7.08 eV.

Structure (ORCA input):
```
! wB97M-V def2-TZVPD RIJCOSX def2/J DEFGRID3
* xyz 0 1
O -1.655 -0.220 -1.254
O 1.480 -0.327 0.090
O -0.964 0.390 0.541
C 0.808 -0.458 -0.953
C -0.605 0.244 -0.721
Na 0.839 0.412 2.036
H -2.093 -0.093 0.110
*
```